(1)
Formula: C30H72N4O2
Source: the Open Molecules 2025 dataset
Level of theory: ωB97M-V with the def2-TZVPD basis set

Results
Frontier orbital gap = 8.00 eV
Structure (SMILES) = CCN(CC)CC.CCN(CC)CC.CCN(CC)CC.CCN(CC)CC.CC(C)=O.CC(C)=O
M = 520.9 g/mol

Last column: Löwdin charge in e.
CARTESIAN COORDINATES (ANGSTROEM)
C: 3.42 -2.82 3.07  -0.072
C: 3.14 -3.71 1.82  -0.212
N: 4.38 -4.37 1.39  -0.221
C: 4.99 -5.25 2.33  -0.250
C: 6.53 -5.01 2.40  -0.073
C: 4.20 -4.87 0.00  -0.251
C: 3.63 -3.97 -1.07  -0.096
H: 3.24 -3.23 4.07  0.056
H: 2.73 -1.98 3.18  0.053
H: 4.44 -2.49 3.23  0.070
H: 2.56 -4.59 2.11  0.092
H: 2.65 -3.18 1.01  0.082
H: 4.51 -5.30 3.31  0.107
H: 4.82 -6.22 1.86  0.099
H: 6.93 -4.65 3.34  0.060
H: 7.00 -5.96 2.13  0.055
H: 6.99 -4.44 1.59  0.064
H: 3.47 -5.68 0.07  0.101
H: 5.18 -5.12 -0.40  0.114
H: 4.15 -3.01 -1.01  0.084
H: 2.59 -3.85 -0.80  0.050
H: 3.69 -4.45 -2.05  0.080
C: -0.53 3.97 -6.79  -0.090
C: -0.81 3.63 -5.32  -0.270
N: -2.21 3.19 -5.17  -0.174
C: -3.16 4.24 -5.63  -0.257
C: -3.13 5.49 -4.81  -0.096
C: -2.44 2.64 -3.83  -0.273
C: -3.83 2.03 -3.66  -0.084
H: -1.04 4.90 -7.02  0.057
H: -0.75 3.18 -7.50  0.086
H: 0.50 4.32 -6.88  0.068
H: -0.15 2.76 -5.20  0.099
H: -0.60 4.41 -4.59  0.106
H: -3.07 4.54 -6.67  0.099
H: -4.17 3.84 -5.64  0.106
H: -2.18 6.02 -4.73  0.071
H: -3.87 6.22 -5.16  0.079
H: -3.43 5.18 -3.81  0.062
H: -2.28 3.41 -3.07  0.099
H: -1.77 1.82 -3.60  0.109
H: -4.64 2.77 -3.68  0.061
H: -3.76 1.68 -2.63  0.063
H: -4.09 1.31 -4.43  0.081
C: -0.23 -8.17 1.46  -0.067
C: 0.83 -7.02 1.49  -0.223
N: 0.42 -6.01 2.49  -0.227
C: -0.85 -5.25 2.29  -0.207
C: -0.68 -4.48 0.91  -0.077
C: 0.47 -6.27 3.93  -0.261
C: 1.70 -7.05 4.47  -0.072
H: -0.50 -8.46 2.47  0.070
H: 0.03 -8.96 0.76  0.068
H: -1.16 -7.74 1.08  0.056
H: 1.83 -7.34 1.75  0.095
H: 0.91 -6.47 0.55  0.092
H: -1.73 -5.90 2.22  0.103
H: -0.85 -4.47 3.05  0.111
H: 0.33 -4.06 0.89  0.045
H: -0.93 -5.06 0.03  0.069
H: -1.41 -3.68 1.03  0.057
H: -0.50 -6.55 4.35  0.105
H: 0.65 -5.25 4.29  0.097
H: 2.60 -6.81 3.91  0.048
H: 1.58 -8.12 4.28  0.061
H: 1.85 -6.88 5.54  0.070
C: -4.14 3.55 0.52  -0.067
C: -4.16 4.44 1.80  -0.254
N: -3.01 5.31 2.09  -0.194
C: -2.39 6.00 0.95  -0.230
C: -3.34 7.05 0.32  -0.091
C: -3.39 6.15 3.25  -0.246
C: -2.25 6.10 4.29  -0.094
H: -4.97 2.85 0.47  0.076
H: -3.26 2.92 0.65  0.045
H: -3.98 4.05 -0.43  0.056
H: -5.08 4.99 2.02  0.099
H: -4.15 3.72 2.62  0.108
H: -2.10 5.31 0.15  0.094
H: -1.53 6.59 1.28  0.106
H: -4.38 6.73 0.26  0.071
H: -2.85 7.34 -0.61  0.067
H: -3.33 7.91 0.99  0.054
H: -3.76 7.15 3.02  0.107
H: -4.14 5.58 3.80  0.100
H: -2.54 6.55 5.25  0.065
H: -2.01 5.09 4.63  0.067
H: -1.31 6.44 3.87  0.062
C: 2.43 2.91 -3.12  -0.020
C: 2.67 2.79 -1.70  -0.534
C: 3.77 3.58 -1.00  -0.008
O: 2.02 2.01 -1.03  0.047
H: 1.41 2.64 -3.38  0.077
H: 3.18 2.29 -3.60  0.105
H: 2.64 3.96 -3.29  0.094
H: 3.57 4.65 -0.91  0.088
H: 4.50 3.25 -1.73  0.083
H: 4.07 3.17 -0.03  0.086
C: 0.20 -0.96 0.70  -0.012
C: -1.13 -0.24 0.58  -0.515
C: -1.20 1.01 -0.21  -0.019
O: -2.08 -0.81 1.05  0.060
H: 0.44 -0.99 1.76  0.087
H: 1.04 -0.53 0.16  0.074
H: -0.07 -1.98 0.41  0.052
H: -0.77 1.78 0.44  0.097
H: -2.27 1.23 -0.24  0.068
H: -0.53 1.01 -1.07  0.078

=====

(2)
Formula: C23H41ClCuN3O7
Source: the Open Molecules 2025 dataset
Level of theory: ωB97M-V with the def2-TZVPD basis set

Results
Frontier orbital gap = 3.78 eV
M = 570.6 g/mol

Last column: Löwdin charge in e.
CARTESIAN COORDINATES (ANGSTROEM)
C: -22.21 -25.41 -30.19  0.015
N: -21.66 -26.64 -29.63  -0.081
C: -22.35 -27.34 -28.68  0.072
C: -21.82 -28.57 -28.34  0.020
C: -20.68 -29.09 -28.85  -0.147
C: -19.93 -28.29 -29.71  0.035
C: -20.45 -27.08 -30.12  -0.006
C: -20.23 -30.36 -28.28  -0.117
C: -19.83 -31.43 -29.08  0.035
C: -19.42 -32.61 -28.49  -0.012
N: -19.45 -32.80 -27.16  -0.062
C: -19.88 -31.79 -26.36  0.042
C: -20.32 -30.61 -26.91  0.085
C: -19.00 -34.04 -26.50  0.035
H: -23.29 -25.51 -30.25  0.101
H: -21.86 -25.31 -31.21  0.097
H: -21.86 -24.59 -29.55  0.110
H: -23.31 -26.99 -28.31  0.128
H: -22.36 -29.11 -27.60  0.115
H: -18.93 -28.55 -30.05  0.130
H: -19.96 -26.42 -30.82  0.133
H: -19.75 -31.35 -30.16  0.128
H: -19.04 -33.43 -29.07  0.139
H: -20.00 -32.05 -25.32  0.113
H: -20.56 -29.83 -26.19  0.118
H: -18.44 -33.82 -25.59  0.110
H: -18.34 -34.62 -27.14  0.096
H: -19.85 -34.63 -26.16  0.112
Cu: -24.23 -28.77 -25.55  0.373
C: -28.54 -22.58 -27.72  -0.097
C: -27.30 -22.19 -26.91  -0.267
C: -26.82 -23.38 -26.06  -0.185
C: -25.48 -23.12 -25.34  -0.116
N: -24.87 -24.33 -24.66  -0.257
C: -25.68 -24.91 -23.50  -0.087
C: -24.74 -25.24 -22.37  -0.148
C: -23.30 -24.95 -22.89  -0.119
C: -23.53 -23.98 -24.03  -0.111
C: -24.61 -25.42 -25.70  0.020
H: -28.68 -21.87 -28.54  0.071
H: -29.38 -22.63 -27.04  0.077
H: -28.35 -23.58 -28.12  0.074
H: -27.42 -21.35 -26.23  0.108
H: -26.52 -21.89 -27.61  0.105
H: -26.77 -24.22 -26.75  0.107
H: -27.57 -23.62 -25.30  0.123
H: -25.65 -22.46 -24.48  0.129
H: -24.70 -22.74 -25.99  0.131
H: -26.21 -25.73 -23.97  0.133
H: -26.33 -24.12 -23.12  0.126
H: -24.72 -26.29 -22.08  0.102
H: -24.92 -24.58 -21.53  0.111
H: -22.94 -25.90 -23.28  0.114
H: -22.77 -24.55 -22.03  0.119
H: -22.80 -24.17 -24.82  0.126
H: -23.52 -22.91 -23.78  0.128
H: -24.16 -24.92 -26.55  0.103
H: -25.58 -25.78 -26.02  0.085
H: -23.98 -26.16 -25.21  0.075
C: -26.06 -27.83 -28.66  -0.407
O: -25.42 -27.98 -27.46  -0.396
H: -27.13 -27.55 -28.57  0.043
H: -25.68 -27.01 -29.30  0.025
H: -26.17 -28.77 -29.23  0.048
C: -20.62 -27.43 -25.44  -0.393
O: -21.92 -27.84 -25.35  -0.343
H: -20.19 -27.51 -26.47  0.032
H: -20.45 -26.37 -25.17  0.044
H: -19.92 -27.98 -24.78  0.060
Cl: -22.27 -31.93 -23.55  0.637
O: -21.23 -31.00 -23.16  -0.368
O: -21.67 -33.00 -24.37  -0.433
O: -22.84 -32.52 -22.38  -0.343
O: -23.28 -31.26 -24.30  -0.348
O: -24.76 -28.38 -23.47  -0.416
H: -25.37 -27.77 -23.07  -0.144

=====

(3)
Formula: C7H10FIN2O2
Source: the Open Molecules 2025 dataset
Level of theory: ωB97M-V with the def2-TZVPD basis set

Results
Frontier orbital gap (spin up / spin down) = 8.00 / 7.78 eV
M = 300.1 g/mol

Last column: natural (NBO) charge in e.
CARTESIAN COORDINATES (ANGSTROEM)
C: -2.30 -0.25 0.11  0.512
C: 0.27 1.07 0.11  0.581
C: -1.36 -1.76 -1.49  -0.443
C: -2.13 -2.52 -0.24  -0.051
C: -1.30 -0.35 -0.98  -0.008
C: 3.39 1.78 1.17  -0.734
C: 3.11 0.73 0.17  0.268
N: -2.67 0.83 0.62  -0.637
N: -0.17 2.24 0.10  -0.712
O: -2.64 -1.47 0.59  -0.492
O: 0.12 -0.07 -0.48  -0.508
F: 3.27 0.96 -1.10  -0.332
I: 3.44 -1.23 0.85  0.086
H: -0.42 -2.13 -1.68  0.238
H: -2.13 -1.89 -2.21  0.223
H: -2.94 -2.99 -0.70  0.179
H: -1.44 -3.10 0.27  0.187
H: -1.51 0.42 -1.74  0.231
H: 2.70 1.76 1.94  0.235
H: 4.42 1.77 1.73  0.217
H: 3.30 2.69 0.70  0.228
H: -3.32 0.74 1.32  0.350
H: 0.32 2.77 0.92  0.381

=====

(4)
Formula: C3H3NS
Source: the Open Molecules 2025 dataset
Level of theory: ωB97M-V with the def2-TZVPD basis set

Results
Frontier orbital gap = 8.78 eV
Structure (SMILES) = C=C=S.C#N
M = 85.1 g/mol

Last column: natural (NBO) charge in e.
CARTESIAN COORDINATES (ANGSTROEM)
C: -1.28 -0.03 -1.02  -0.587
C: -0.54 -1.04 -0.82  0.007
S: 0.30 -2.19 -0.11  0.078
H: -0.80 0.84 -1.35  0.260
H: -2.24 -0.19 -1.25  0.244
C: 1.53 0.81 1.54  0.097
N: 1.58 1.69 0.81  -0.307
H: 1.45 0.10 2.22  0.208

=====

(5)
Formula: C17H16N4O3
Source: the Open Molecules 2025 dataset
Level of theory: ωB97M-V with the def2-TZVPD basis set

Results
Frontier orbital gap = 9.03 eV
Structure (SMILES) = COc1ccc(-c2noc(CCC(=O)Nc3cccnc3)n2)cc1
M = 324.3 g/mol

Last column: natural (NBO) charge in e.
CARTESIAN COORDINATES (ANGSTROEM)
C: -5.64 -0.24 -0.08  -0.253
O: -4.62 0.03 0.86  -0.487
C: -3.37 -0.42 0.61  0.312
C: -3.00 -1.16 -0.51  -0.277
C: -1.69 -1.56 -0.67  -0.152
C: -0.73 -1.25 0.29  -0.155
C: 0.66 -1.59 0.10  0.322
N: 1.15 -2.13 -0.99  -0.176
O: 2.50 -2.17 -0.79  -0.298
C: 2.72 -1.65 0.42  0.537
C: 4.11 -1.39 0.88  -0.458
C: 4.65 -0.13 0.15  -0.477
C: 3.62 0.98 0.33  0.688
O: 3.63 1.73 1.27  -0.585
N: 2.67 0.99 -0.66  -0.615
C: 1.38 1.53 -0.60  0.105
C: 0.49 1.21 -1.62  -0.201
C: -0.81 1.68 -1.54  -0.241
C: -1.17 2.44 -0.43  0.016
N: -0.32 2.75 0.53  -0.401
C: 0.92 2.31 0.46  0.001
N: 1.63 -1.29 1.02  -0.499
C: -1.11 -0.52 1.43  -0.138
C: -2.41 -0.11 1.58  -0.255
H: -6.54 0.22 0.33  0.203
H: -5.80 -1.31 -0.20  0.178
H: -5.42 0.21 -1.05  0.176
H: -3.72 -1.42 -1.27  0.214
H: -1.39 -2.13 -1.54  0.227
H: 4.75 -2.24 0.66  0.240
H: 4.08 -1.20 1.95  0.255
H: 5.59 0.17 0.61  0.244
H: 4.81 -0.36 -0.91  0.213
H: 2.81 0.37 -1.44  0.401
H: 0.80 0.60 -2.45  0.216
H: -1.53 1.45 -2.31  0.221
H: -2.18 2.82 -0.31  0.193
H: 1.57 2.59 1.28  0.232
H: -0.36 -0.27 2.16  0.241
H: -2.72 0.46 2.44  0.231

=====

(6)
Formula: C22H22N6O3S
Source: the Open Molecules 2025 dataset
Level of theory: ωB97M-V with the def2-TZVPD basis set

Results
Frontier orbital gap = 9.07 eV
Structure (SMILES) = O=C(CN(CCc1ccccc1)C(=O)Cn1nnc(-c2cccs2)n1)NCc1ccco1
M = 450.5 g/mol

Last column: natural (NBO) charge in e.
CARTESIAN COORDINATES (ANGSTROEM)
O: 3.13 2.15 0.45  -0.629
C: 2.75 1.47 -0.48  0.668
C: 1.27 1.36 -0.87  -0.311
N: 0.75 0.17 -0.20  -0.420
C: 0.35 0.37 1.18  -0.221
C: -1.10 0.85 1.34  -0.444
C: -1.34 2.21 0.75  0.067
C: -0.85 3.35 1.37  -0.252
C: -1.06 4.60 0.82  -0.188
C: -1.76 4.73 -0.37  -0.224
C: -2.26 3.60 -0.99  -0.202
C: -2.05 2.35 -0.44  -0.249
C: 0.93 -1.00 -0.82  0.691
O: 1.46 -1.09 -1.91  -0.646
C: 0.47 -2.29 -0.12  -0.316
N: -0.89 -2.27 0.30  0.003
N: -1.27 -2.59 1.52  -0.033
N: -2.55 -2.49 1.56  -0.253
C: -2.94 -2.10 0.32  0.238
C: -4.30 -1.85 -0.04  -0.268
C: -5.41 -2.05 0.73  -0.197
C: -6.60 -1.68 0.06  -0.260
C: -6.37 -1.20 -1.19  -0.398
S: -4.70 -1.19 -1.59  0.474
N: -1.89 -1.96 -0.48  -0.255
N: 3.55 0.71 -1.24  -0.615
C: 4.90 0.36 -0.82  -0.273
C: 4.94 -1.06 -0.36  0.267
C: 5.74 -2.11 -0.73  -0.301
C: 5.29 -3.22 0.02  -0.308
C: 4.26 -2.77 0.78  0.079
O: 4.04 -1.46 0.56  -0.410
H: 0.73 2.24 -0.53  0.242
H: 1.15 1.24 -1.95  0.239
H: 1.03 1.12 1.61  0.230
H: 0.48 -0.56 1.74  0.213
H: -1.78 0.15 0.87  0.207
H: -1.32 0.87 2.41  0.225
H: -0.30 3.26 2.30  0.213
H: -0.67 5.48 1.31  0.214
H: -1.92 5.70 -0.80  0.214
H: -2.81 3.69 -1.92  0.214
H: -2.44 1.47 -0.93  0.216
H: 1.09 -2.48 0.76  0.251
H: 0.62 -3.09 -0.85  0.253
H: -5.36 -2.45 1.72  0.239
H: -7.58 -1.77 0.50  0.228
H: -7.09 -0.85 -1.90  0.238
H: 3.11 0.08 -1.90  0.430
H: 5.14 1.05 0.00  0.250
H: 5.60 0.51 -1.64  0.215
H: 6.54 -2.08 -1.44  0.228
H: 5.69 -4.22 0.00  0.230
H: 3.63 -3.26 1.50  0.200

=====

(7)
Formula: C11H12O
Source: the Open Molecules 2025 dataset
Level of theory: ωB97M-V with the def2-TZVPD basis set

Results
Frontier orbital gap = 9.15 eV
Structure (SMILES) = COc1ccc2c(c1)[C@@H]1C[C@@H]1C2
M = 160.2 g/mol

Last column: natural (NBO) charge in e.
CARTESIAN COORDINATES (ANGSTROEM)
C: -4.06 -0.17 0.10  -0.259
O: -2.94 -1.04 0.14  -0.500
C: -1.76 -0.40 -0.19  0.220
C: -1.57 0.96 -0.05  -0.250
C: -0.30 1.60 0.07  -0.220
C: 0.73 0.79 -0.05  -0.051
C: 0.66 -0.63 -0.21  0.055
C: -0.63 -1.06 -0.30  -0.238
C: 2.02 -1.24 -0.38  -0.271
C: 2.95 -1.00 0.81  -0.411
C: 2.94 -0.14 -0.37  -0.222
C: 2.20 1.21 -0.05  -0.421
H: -4.04 0.56 0.92  0.193
H: -4.89 -0.92 0.10  0.206
H: -3.96 0.31 -1.07  0.174
H: -2.51 1.76 -0.19  0.206
H: -0.31 2.73 0.33  0.227
H: -0.90 -2.20 -0.07  0.203
H: 2.00 -2.10 -1.08  0.234
H: 3.69 -1.67 0.74  0.215
H: 2.27 -0.87 1.73  0.235
H: 3.78 -0.10 -1.13  0.234
H: 2.24 1.52 0.99  0.223
H: 2.40 2.09 -0.81  0.218

=====

(8)
Formula: C27H47BCl12F3IMgN5O8
Source: the Open Molecules 2025 dataset
Level of theory: ωB97M-V with the def2-TZVPD basis set

Results
Charge = -1
Frontier orbital gap = 1.40 eV
M = 1214.2 g/mol

Last column: Löwdin charge in e.
CARTESIAN COORDINATES (ANGSTROEM)
C: -0.95 4.60 4.82  -0.009
C: -2.15 4.26 4.00  -0.073
C: -2.23 2.96 2.96  -0.247
O: -1.87 1.78 3.48  -0.157
O: -2.73 3.21 1.60  -0.112
C: -2.19 2.25 0.62  -0.176
C: -3.38 1.20 0.13  -0.152
C: -3.12 0.58 -1.38  -0.185
C: -2.77 -1.05 -1.31  -0.184
C: -1.44 -1.18 -0.36  -0.187
C: -0.57 -2.55 -0.55  -0.163
N: 0.89 -2.45 -0.58  -0.134
C: 1.59 -2.28 -1.85  -0.253
C: 1.33 -0.95 -2.75  -0.677
C: -0.17 -0.92 -3.50  -0.154
I: 1.82 0.96 -1.75  0.809
C: 1.62 -2.24 0.69  -0.107
N: 1.20 -1.00 1.52  0.140
N: 2.62 -3.09 1.18  -0.007
C: 3.05 -4.35 0.39  -0.189
N: 3.29 -5.55 1.27  -0.003
C: 3.38 -2.88 2.47  -0.131
C: 5.00 -2.69 2.13  -0.168
C: 5.32 -1.29 1.31  -0.166
C: 5.00 0.08 2.18  -0.199
O: 5.67 1.28 1.57  -0.262
C: 4.93 2.51 1.90  -0.154
H: -0.25 3.83 5.37  0.091
H: -0.68 5.75 5.01  0.048
H: -3.10 4.96 4.16  0.088
H: -1.20 1.71 0.96  0.129
H: -1.88 2.90 -0.34  0.144
H: -4.38 1.82 0.13  0.114
H: -3.40 0.35 0.96  0.117
H: -2.12 1.11 -1.77  0.098
H: -3.96 0.84 -2.16  0.118
H: -3.75 -1.54 -0.84  0.131
H: -2.67 -1.52 -2.38  0.090
H: -0.76 -0.25 -0.58  0.058
H: -1.84 -1.18 0.76  0.119
H: -0.98 -3.07 -1.55  0.146
H: -0.90 -3.30 0.32  0.143
H: 2.77 -2.33 -1.66  0.132
H: 1.37 -3.22 -2.55  0.153
H: 2.09 -1.01 -3.67  0.092
H: -0.01 -0.74 -4.66  0.101
H: -0.78 0.00 -3.08  0.047
H: -0.74 -1.94 -3.40  0.072
H: 0.32 -1.35 2.01  0.083
H: 0.86 -0.24 0.90  0.020
H: 2.29 -4.67 -0.43  0.143
H: 4.08 -4.07 -0.12  0.140
H: 2.54 -5.66 1.99  0.090
H: 4.25 -5.49 1.71  0.078
H: 3.31 -3.79 3.23  0.140
H: 3.08 -1.93 3.08  0.129
H: 5.49 -3.64 1.65  0.096
H: 5.52 -2.56 3.19  0.130
H: 4.80 -1.21 0.26  0.111
H: 6.49 -1.26 1.09  0.116
H: 3.85 0.34 2.23  0.111
H: 5.42 0.03 3.29  0.143
H: 4.18 2.42 2.80  0.096
H: 5.64 3.43 2.15  0.104
H: 4.30 2.88 0.95  0.041
C: -1.01 -2.01 5.43  -1.990
Cl: -2.22 -2.31 6.71  0.243
Cl: -1.22 -0.36 4.79  0.559
Cl: 0.63 -2.19 6.11  0.448
Cl: -1.24 -3.19 4.11  0.433
C: 0.68 7.45 1.96  -1.491
Cl: -0.80 6.50 1.78  0.557
Cl: 0.97 7.84 3.67  0.533
Cl: 2.07 6.58 1.27  0.456
H: 0.56 8.39 1.41  0.020
C: 8.15 -0.86 -1.73  -0.076
C: 7.57 -2.25 -1.58  -0.215
N: 7.09 -3.41 -1.46  0.080
H: 8.97 -0.72 -1.01  0.078
H: 8.54 -0.72 -2.74  0.076
H: 7.38 -0.11 -1.53  0.077
C: -6.02 2.63 3.23  -0.312
O: -5.17 1.86 4.06  -0.133
H: -6.82 3.06 3.84  -0.132
H: -5.44 3.43 2.76  0.009
H: -6.46 1.98 2.47  0.096
H: -4.48 1.48 3.50  0.071
F: 2.39 2.40 1.09  -0.535
Mg: -6.67 4.87 4.22  0.419
B: -5.26 -2.10 -5.96  -0.977
O: -3.97 -2.76 -6.22  0.231
C: -3.02 -2.03 -5.62  -0.390
O: -1.84 -2.30 -5.64  0.107
C: -3.62 -0.90 -4.95  -0.389
O: -3.04 -0.05 -4.31  0.098
O: -4.95 -0.92 -5.14  0.225
F: -6.14 -3.00 -5.24  0.069
F: -5.88 -1.69 -7.22  0.049
Cl: -3.71 -1.51 8.17  -0.339
Cl: 2.29 4.29 0.03  0.311
C: -6.13 1.11 -9.95  -1.540
Cl: -7.80 0.77 -9.48  0.514
Cl: -5.10 1.28 -8.51  0.540
Cl: -5.50 -0.16 -11.01  0.507
H: -6.11 2.06 -10.50  0.010

=====

(9)
Formula: C4H5NO2
Source: the Open Molecules 2025 dataset
Level of theory: ωB97M-V with the def2-TZVPD basis set

Results
Frontier orbital gap = 8.96 eV
Structure (SMILES) = NC1=C=C(O)CO1
M = 99.1 g/mol

Last column: natural (NBO) charge in e.
CARTESIAN COORDINATES (ANGSTROEM)
N: -2.22 -0.38 -0.51  -0.772
C: -0.91 -0.16 -0.30  0.564
C: 0.17 -1.04 -0.54  -0.563
C: 1.17 -0.22 -0.12  0.328
O: 2.49 -0.44 -0.04  -0.660
C: 0.71 1.04 0.55  -0.160
O: -0.67 1.07 0.21  -0.479
H: -2.89 0.16 0.01  0.402
H: -2.48 -1.32 -0.77  0.415
H: 2.62 -1.35 -0.36  0.498
H: 0.81 0.77 1.60  0.211
H: 1.18 2.00 0.33  0.217